(1)
DFT (wB97M-V/def2-TZVPD) results for Br2NO2S as an isolated structure in a non-equilibrium geometry.

The geometry in XYZ format:
```
6
Properties=species:S:1:pos:R:3
N -1.34680 0.33456 -0.66007
O 2.42322 0.39843 -0.64130
O 1.36062 -0.51588 1.31307
S 1.38638 -0.52866 -0.14994
Br -1.78743 1.66161 0.56422
Br -2.03599 -1.35007 -0.42598
```

- ΔE to the lowest compared entry with this formula, charge and spin (eV) = 1.1225
- DFT total energy (Ha) = -5751.4309
- HOMO (spin up / spin down) (eV) = -3.258 / -3.256
- 2S+1 = 1
- frontier orbital gap (spin up / spin down) (eV) = 6.33 / 6.33
- net charge = -1

How is the electron density shared among the atoms? According to Löwdin, the charges in e are: -1.27 -0.51 -0.51 0.76 0.26 0.26

(2)
DFT (wB97M-V/def2-TZVPD) results for a 2-piece molecular cluster, C9H14O overall in a non-equilibrium geometry.

The geometry in XYZ format:
```
24
Properties=species:S:1:pos:R:3
C -0.20163 -2.57024 0.73021
C -0.23814 1.39016 2.29145
C 0.83484 0.51346 2.62093
C -1.29099 0.93504 1.44941
C 0.75129 -0.76894 2.19338
C -1.34893 -0.34087 0.98548
C -0.31757 -1.23233 1.37588
O -0.30269 2.59386 2.74164
H 0.14930 2.75060 3.58781
H 1.62368 0.84588 3.28291
H -1.94226 1.73267 1.11882
H 1.49830 -1.47907 2.49998
H -2.20164 -0.58719 0.36840
H -0.60108 -2.44871 -0.27806
H -0.80448 -3.32821 1.23249
H 0.81745 -2.88613 0.70201
C 0.20858 1.20773 -3.75378
C 0.70630 -0.01844 -2.95901
H 0.28449 2.17032 -3.24790
H 0.76545 1.28282 -4.68544
H -0.85609 1.10760 -3.97412
H 0.65439 0.25201 -1.90045
H 1.73052 -0.23508 -3.24514
H 0.08089 -0.88694 -3.13691
```

- ΔE to the lowest compared entry with this formula, charge and spin (eV) = 0.3696
- DFT total energy (Ha) = -426.2627
- HOMO (spin up / spin down) (eV) = -14.043 / -14.265
- 2S+1 = 2
- frontier orbital gap (spin up / spin down) (eV) = 10.21 / 6.78
- ⟨S²⟩ = 0.7669
- net charge = +1

Löwdin population analysis, charges in e, atoms 1 to 6: 0.01 -0.26 0.05 0.06 0.02 0.03

(3)
DFT (wB97M-V/def2-TZVPD) results for a 10-piece molecular cluster, C23H28BCl36IN2O4P overall in a non-equilibrium geometry.

The geometry in XYZ format:
```
96
Properties=species:S:1:pos:R:3
C -0.18418 -3.63739 0.79639
P -0.82506 -2.71863 2.26126
C 0.51254 -2.41781 3.51414
C -1.76359 -1.16421 1.79561
C -2.28710 -0.65974 3.18846
C -2.98015 -1.72968 4.03029
O -2.72226 -1.84501 5.18854
I -4.45133 -3.07279 3.20511
O -2.76035 -1.56004 0.93421
B -3.41345 -0.30872 0.35249
O -2.27487 0.63941 0.44922
C -1.10932 0.03505 0.97499
C -0.54378 1.23170 1.80103
C 0.80470 0.99644 2.54542
C 0.76543 1.40108 4.03511
C 2.21303 1.46719 4.59146
C 2.78288 0.08536 4.94993
N 2.26201 -0.34157 6.26926
C -0.05050 -0.30996 -0.12436
C -0.65458 -0.51153 -1.55158
C -1.00035 -1.96097 -1.90532
N 0.00475 -2.80644 -2.47442
O -2.11365 -2.39950 -1.75913
H -1.01770 -3.73685 0.09602
H 0.73692 -3.25248 0.33891
H 0.04723 -4.64970 1.15118
H 0.59984 -1.38245 3.84569
H 1.48947 -2.81130 3.20086
H 0.23398 -2.99520 4.40361
H -2.88765 0.25007 3.11370
H -1.39226 -0.38132 3.75707
H -4.32979 -0.09508 1.14485
H -3.72278 -0.67349 -0.75154
H -1.27287 1.57193 2.54179
H -0.39502 2.05749 1.09771
H 1.18660 -0.01876 2.38422
H 1.54253 1.65585 2.08480
H 0.37437 2.42308 4.09878
H 0.17604 0.69459 4.62816
H 2.87867 1.86618 3.81129
H 2.29350 2.15991 5.43677
H 3.87954 0.19530 4.97867
H 2.57255 -0.64823 4.16960
H 2.20711 -1.35489 6.31807
H 2.99151 -0.09744 6.93233
H 0.60903 -1.13207 0.18080
H 0.60311 0.56412 -0.20753
H -1.50867 0.14181 -1.73081
H 0.12989 -0.20107 -2.26503
H 0.92087 -2.45459 -2.22644
H -0.18125 -3.71848 -2.06938
C 5.11359 0.33694 -1.58508
Cl 6.59759 -0.60677 -1.82129
Cl 3.70404 -0.71372 -1.76236
Cl 5.11760 1.03334 0.02963
Cl 5.03311 1.63614 -2.78522
C -5.78137 -0.81550 -3.27281
Cl -4.25422 -1.65067 -2.99209
Cl -7.03016 -1.99825 -3.72223
Cl -6.29738 0.03670 -1.81687
Cl -5.58963 0.35386 -4.59723
C 0.69322 -0.11693 9.82148
Cl -0.09908 0.24175 11.36455
Cl 0.08614 0.96475 8.57418
Cl 2.44371 0.10557 9.99999
Cl 0.36001 -1.79137 9.36552
C 6.74242 0.61939 -6.66273
Cl 7.41007 -0.68760 -7.65164
Cl 7.53766 2.14332 -7.08386
Cl 5.00720 0.75861 -6.96044
Cl 7.00814 0.26693 -4.95303
C -7.86329 -4.08748 0.78385
Cl -6.93353 -3.03024 -0.27646
Cl -8.51080 -3.15625 2.13958
Cl -9.20266 -4.82113 -0.11946
Cl -6.79451 -5.35707 1.39489
C 3.06365 4.66656 -7.62223
Cl 1.37291 4.83513 -7.12171
Cl 3.18683 3.40112 -8.85267
Cl 3.64495 6.19617 -8.29283
Cl 4.04734 4.23156 -6.22005
C 0.82807 7.46061 -11.26453
Cl -0.82884 7.93935 -11.65692
Cl 1.79379 8.90518 -10.92726
Cl 0.82487 6.41430 -9.84379
Cl 1.53079 6.59199 -12.63638
C -4.76682 3.53311 3.49866
Cl -6.52336 3.35309 3.64860
Cl -4.14802 2.38568 2.32144
Cl -4.39433 5.19022 2.98222
Cl -4.01334 3.23194 5.07521
C 4.18090 -4.06834 -4.40049
Cl 2.77778 -3.77205 -3.35819
Cl 5.31529 -5.14187 -3.56801
Cl 3.62474 -4.84173 -5.88955
Cl 5.00931 -2.56548 -4.81466
```

- DFT total energy (Ha) = -18534.4362
- HOMO (eV) = -4.759
- 2S+1 = 1
- frontier orbital gap (eV) = 5.91
- net charge = -1

Löwdin population analysis, charges in e, atoms 1 to 6: -0.29 1.00 -0.27 -0.57 -0.16 -0.83

(4)
DFT (wB97M-V/def2-TZVPD) results for a 2-piece molecular cluster, C6H15ClN2 overall in a non-equilibrium geometry.

The geometry in XYZ format:
```
24
Properties=species:S:1:pos:R:3
C -2.39570 -1.21878 0.53342
C 2.10259 0.98531 0.08864
C 1.58522 0.70477 -2.31229
C -0.18491 1.84107 -0.84413
C -1.56580 -1.38725 1.78022
C 1.20834 1.13612 -0.90739
N -0.28883 -0.66219 1.72572
N 0.83911 -1.36410 1.47578
Cl 0.92861 -2.13904 -0.23363
H -3.39622 -1.64647 0.61138
H -2.69568 -0.15009 0.46990
H -2.04363 -1.85030 -0.33318
H 1.67695 1.25895 1.06967
H 1.60262 -0.74370 1.52996
H 3.00838 0.48234 -0.04406
H 0.81752 0.20274 -2.92081
H 2.52126 0.13587 -2.23763
H 1.72997 1.63759 -2.82215
H -0.09746 2.63703 -0.17180
H -0.56066 2.07752 -1.77787
H -0.86164 0.99456 -0.42810
H -2.22041 -0.77202 2.49331
H -1.37434 -2.40587 2.07353
H -0.33529 0.24595 1.18148
```

- ΔE to the lowest compared entry with this formula, charge and spin (eV) = 2.2332
- DFT total energy (Ha) = -807.1765
- HOMO (eV) = -8.775
- 2S+1 = 1
- frontier orbital gap (eV) = 9.66
- SMILES = C=C(C)C.CCNNCl

Löwdin population analysis, charges in e, atoms 1 to 6: -0.15 -0.03 -0.10 -0.03 -0.27 -0.41

(5)
DFT (wB97M-V/def2-TZVPD) results for C18H21Br18N2O8PS as an isolated structure in a non-equilibrium geometry.

The geometry in XYZ format:
```
69
Properties=species:S:1:pos:R:3
N -3.39379 -1.66977 -1.26946
C -2.20623 -0.91652 -1.42459
C -1.91797 0.02421 -0.46181
C -0.79880 0.83611 -0.55165
C -0.45629 1.88190 0.47972
C -0.24784 1.17896 1.85361
C 1.23916 0.83098 2.12696
C 1.47593 -0.69026 2.16891
S 3.08651 -1.15550 1.49834
O 3.54717 -0.19576 0.53192
O 4.04277 -1.28466 2.55999
O 2.96863 -2.59463 0.79967
C -0.00637 0.64043 -1.63960
C -0.28758 -0.33415 -2.61516
C -1.38677 -1.12634 -2.51988
C 0.79991 -0.25494 -3.68055
O 1.23357 -1.06787 -4.44459
N 1.25222 1.13554 -3.52727
P 0.23867 2.13399 -4.44179
O -0.74553 2.87723 -3.65810
O -0.47268 1.18243 -5.52167
O 1.10805 3.15095 -5.31646
C 1.26206 1.34857 -2.08682
O 2.13189 1.89862 -1.47359
H -3.96011 -1.30508 -0.51583
H -3.16674 -2.62909 -1.01753
H -2.59415 0.16651 0.37707
H -1.27884 2.59719 0.56759
H 0.46663 2.40054 0.22080
H -0.64300 1.78872 2.66982
H -0.80641 0.23711 1.84460
H 1.83325 1.32341 1.35594
H 1.57216 1.24720 3.07967
H 1.49091 -0.99664 3.21395
H 0.70295 -1.18895 1.57722
H 2.31677 -2.53995 0.08326
H -1.60618 -1.85137 -3.28621
H -1.32599 0.91026 -5.15576
H 0.62914 3.25119 -6.15173
C 3.55930 4.47832 3.21679
Br 3.39026 6.21831 2.40424
Br 2.00121 4.03286 4.27029
Br 3.96210 3.11682 1.91946
H 4.39735 4.52633 3.89847
C 2.37091 -2.18207 6.59627
Br 2.17961 -0.42849 5.82022
Br 0.82114 -2.67498 7.63161
Br 2.78980 -3.50256 5.25892
H 3.20915 -2.13822 7.27720
C -1.26656 -5.36750 -2.12303
Br -0.12750 -3.84173 -2.43604
Br -2.27323 -5.18905 -0.48554
Br -2.41243 -5.71261 -3.63063
H -0.62448 -6.22889 -2.00371
C -5.95066 0.84173 1.56090
Br -5.19163 2.55307 1.10626
Br -6.21163 -0.25616 -0.00307
Br -4.89942 -0.07152 2.89661
H -6.92506 1.02650 1.99106
C 7.66571 1.87990 1.11152
Br 6.30050 0.60602 1.58016
Br 7.71467 3.38046 2.32908
Br 9.39944 1.04742 0.95110
H 7.41428 2.27400 0.13677
C -7.50467 -2.02195 -3.58057
Br -7.64240 -0.41542 -4.63485
Br -5.70704 -2.28552 -2.92212
Br -8.79952 -2.05430 -2.15212
H -7.73630 -2.85134 -4.23424
```

- DFT total energy (Ha) = -48481.7561
- HOMO (eV) = -9.263
- 2S+1 = 1
- frontier orbital gap (eV) = 8.65

Löwdin population analysis, charges in e, atoms 1 to 6: 0.01 -0.28 0.04 -0.15 -0.09 -0.15

(6)
DFT (wB97M-V/def2-TZVPD) results for one molecule with the formula C4H8O2.

The geometry in XYZ format:
```
14
Properties=species:S:1:pos:R:3
C -1.44024 1.11504 -0.04296
C -0.68321 -0.20354 0.01783
O -1.20314 -1.02004 -1.01531
C 0.80481 -0.03013 -0.22900
C 1.85327 -0.43405 0.71106
O 1.51153 -1.25995 -0.39256
H -1.10005 1.71854 -0.89205
H -2.50228 0.90251 -0.19258
H -1.32522 1.70172 0.87345
H -0.84393 -0.68129 0.99987
H -0.54272 -1.70711 -1.18144
H 1.04514 0.70747 -0.99714
H 1.58770 -0.83948 1.68715
H 2.83834 0.03030 0.65367
```

- ΔE to the lowest compared entry with this formula, charge and spin (eV) = 1.9621
- DFT total energy (Ha) = -307.6403
- HOMO (eV) = -10.222
- 2S+1 = 1
- frontier orbital gap (eV) = 11.28
- SMILES = C[C@@H](O)[C@H]1CO1

Löwdin population analysis, charges in e, atoms 1 to 6: -0.04 -0.41 -0.02 -0.25 -0.10 -0.04